{
  "formula": "C36H27IrN9O4SSe2",
  "method": "wB97M-V/def2-TZVPD",
  "orbital_gap_ev": [5.747, 3.793],
  "max_force_ev_per_a": 1.1,
  "charge": 2,
  "spin_multiplicity": 2,
  "homo_energy_ev": [-12.181, -12.181],
  "de_lowest_kcal_mol": 0.0,
  "s_squared": 0.759,
  "elements": ["Ir", "O", "C", "O", "C", "C", "C", "N", "C", "C", "C", "C", "C", "C", "C", "N", "C", "C", "C", "C", "C", "N", "H", "H", "H", "H", "H", "H", "H", "H", "H", "H", "N", "C", "C", "C", "C", "C", "C", "S", "O", "O", "N", "C", "N", "C", "C", "C", "N", "H", "H", "H", "H", "H", "H", "H", "H", "H", "Se", "Se", "C", "C", "C", "C", "C", "N", "C", "C", "C", "C", "C", "N", "H", "H", "H", "H", "H", "H", "H", "H"],
  "positions_angstrom": [[0.5132, -0.9133, -0.7695], [1.1540, 0.3006, 5.7696], [0.1285, -0.2966, 5.4628], [-0.8953, -0.7709, 5.8720], [0.2619, -0.5068, 3.8232], [-0.9157, -0.4407, 3.1055], [-0.8175, -0.6512, 1.7402], [0.3778, -0.9059, 1.1979], [1.5183, -0.9810, 1.8884], [1.4934, -0.7746, 3.2604], [2.7176, -1.2159, 1.0503], [3.9663, -1.4523, 1.5800], [5.0550, -1.5682, 0.7226], [4.8507, -1.4437, -0.6357], [3.5621, -1.2291, -1.1052], [2.5196, -1.1249, -0.2899], [-1.9336, -0.7648, 0.7703], [-3.2562, -0.8076, 1.1558], [-4.2244, -1.1222, 0.2101], [-3.8352, -1.3649, -1.0907], [-2.4944, -1.2472, -1.4261], [-1.5602, -0.9678, -0.5222], [-1.8560, -0.2535, 3.6017], [2.3885, -0.7902, 3.8627], [4.0993, -1.5374, 2.6492], [6.0449, -1.7486, 1.1194], [5.6678, -1.5156, -1.3391], [3.3561, -1.1427, -2.1614], [-3.5322, -0.6298, 2.1853], [-5.2659, -1.1770, 0.4964], [-4.5534, -1.6163, -1.8582], [-2.1510, -1.3782, -2.4387], [-5.3907, 4.4183, 1.5664], [-4.3325, 3.8756, 0.9060], [-4.4860, 2.7341, 0.1059], [-3.4001, 2.1857, -0.5437], [-2.1297, 2.7347, -0.3990], [-1.9767, 3.9006, 0.3539], [-3.0544, 4.4529, 1.0031], [-0.8325, 2.0829, -1.3884], [-1.4501, 1.1401, -2.2914], [-0.0731, 3.1776, -1.9185], [0.2628, 1.1495, -0.4950], [1.1382, 1.9125, 0.2877], [2.4091, 1.5216, 0.3682], [3.2219, 2.2721, 1.1162], [2.8015, 3.4110, 1.7680], [1.4559, 3.7173, 1.6275], [0.6256, 2.9707, 0.9149], [-6.3235, 4.1068, 1.3664], [-5.3007, 5.3157, 2.0071], [-5.4740, 2.3126, -0.0393], [-3.5432, 1.3599, -1.2215], [-1.0109, 4.3774, 0.4088], [-2.9263, 5.3624, 1.5771], [4.2538, 1.9400, 1.1798], [3.4731, 4.0209, 2.3527], [1.0240, 4.5851, 2.1147], [-0.2896, -2.7007, -3.9523], [1.7205, -3.6108, -3.2380], [1.1257, -4.0407, -1.4690], [1.2722, -5.3718, -1.1034], [0.6986, -5.8367, 0.0648], [-0.0687, -4.9510, 0.8005], [-0.1348, -3.6365, 0.3921], [0.5005, -3.1364, -0.6877], [0.4187, -0.9236, -3.9568], [0.5084, -0.2712, -5.1704], [1.2084, 0.9233, -5.2511], [1.8567, 1.3768, -4.1201], [1.6994, 0.6794, -2.9391], [0.9395, -0.4251, -2.8251], [1.7896, -6.0431, -1.7746], [0.7991, -6.8731, 0.3577], [-0.6090, -5.2618, 1.6833], [-0.7352, -2.9521, 0.9660], [0.0660, -0.7216, -6.0475], [1.2790, 1.4564, -6.1895], [2.4500, 2.2792, -4.1230], [2.1597, 1.0411, -2.0314]],
  "atomic_forces_ev_per_a": [[-0.108, -0.035, 0.081], [0.322, 0.233, 0.080], [-0.835, -0.562, -0.375], [0.239, 0.188, 0.167], [0.310, 0.167, 0.220], [-0.020, 0.051, -0.005], [-0.107, 0.002, 0.015], [-0.041, -0.144, -0.052], [0.084, 0.001, -0.002], [-0.017, 0.003, -0.082], [-0.055, 0.062, 0.043], [0.054, 0.001, -0.006], [0.005, -0.008, 0.055], [-0.027, 0.008, -0.042], [0.022, -0.101, -0.013], [-0.040, -0.019, -0.005], [0.083, -0.002, -0.015], [-0.051, -0.049, 0.020], [-0.007, 0.028, 0.069], [0.015, 0.051, -0.078], [-0.038, 0.005, 0.029], [0.000, -0.029, 0.062], [0.002, 0.010, 0.006], [0.001, 0.007, -0.010], [0.001, -0.005, -0.003], [-0.005, 0.001, 0.002], [-0.004, -0.001, -0.003], [0.006, -0.023, -0.007], [0.001, 0.006, -0.006], [0.003, -0.011, 0.003], [0.009, -0.003, 0.003], [-0.019, 0.037, 0.017], [0.007, -0.049, 0.068], [0.014, -0.001, -0.034], [-0.046, -0.008, 0.021], [0.053, 0.022, 0.026], [-0.069, -0.053, -0.012], [-0.024, 0.147, -0.062], [-0.016, 0.000, 0.016], [0.085, -0.050, -0.071], [0.221, 0.001, -0.066], [0.026, 0.006, 0.007], [0.045, 0.074, -0.044], [-0.049, -0.122, 0.050], [0.026, 0.068, -0.067], [0.032, -0.018, -0.008], [0.001, -0.010, 0.021], [-0.019, -0.029, -0.039], [0.294, -0.127, 0.114], [-0.010, 0.016, -0.023], [-0.004, 0.018, -0.024], [0.013, -0.002, 0.006], [-0.010, -0.097, -0.019], [-0.179, 0.012, -0.052], [-0.001, 0.002, -0.007], [-0.010, 0.014, -0.013], [-0.005, -0.004, 0.002], [-0.005, 0.018, 0.007], [0.119, -0.041, -0.024], [-0.037, 0.027, 0.021], [0.036, 0.116, 0.047], [-0.012, -0.022, 0.010], [-0.002, -0.015, -0.013], [0.035, -0.006, -0.004], [0.024, 0.043, 0.045], [-0.064, -0.004, -0.115], [-0.079, 0.078, -0.053], [-0.011, -0.017, -0.019], [0.002, -0.001, -0.029], [-0.025, 0.003, -0.003], [-0.123, 0.136, 0.096], [-0.039, -0.035, 0.035], [0.002, 0.002, 0.008], [0.007, 0.005, -0.002], [-0.005, 0.012, -0.006], [0.026, 0.002, 0.001], [-0.003, 0.008, -0.002], [-0.008, 0.003, 0.005], [0.011, -0.009, -0.004], [-0.005, 0.016, 0.043]],
  "lowdin_spin": [0.00, 0.50, 0.09, 0.16, 0.21, 0.02, 0.01, -0.01, 0.01, 0.01, 0.00, 0.00, 0.00, 0.00, 0.00, 0.00, 0.00, 0.00, 0.00, 0.00, 0.00, 0.00, 0.00, 0.00, 0.00, 0.00, 0.00, 0.00, 0.00, 0.00, 0.00, 0.00, 0.00, 0.00, 0.00, 0.00, 0.00, 0.00, 0.00, 0.00, 0.00, 0.00, 0.00, 0.00, 0.00, 0.00, 0.00, 0.00, 0.00, 0.00, 0.00, 0.00, 0.00, 0.00, 0.00, 0.00, 0.00, 0.00, 0.00, 0.00, 0.00, 0.00, 0.00, 0.00, 0.00, 0.00, 0.00, 0.00, 0.00, 0.00, 0.00, 0.00, 0.00, 0.00, 0.00, 0.00, 0.00, 0.00, 0.00, 0.00]
}